{
  "formula": "C25H37N2O4",
  "method": "ωB97M-V with the def2-TZVPD basis set",
  "e_homo_ev": -10.5632,
  "total_charge": 1,
  "total_energy_ev": -37689.599,
  "e_above_lowest_kcal_mol": 3.8,
  "spin_multiplicity": 1,
  "species": ["C", "C", "C", "C", "C", "C", "C", "O", "C", "C", "O", "C", "N", "C", "C", "N", "C", "C", "O", "C", "O", "C", "C", "C", "C", "C", "C", "C", "C", "C", "C", "H", "H", "H", "H", "H", "H", "H", "H", "H", "H", "H", "H", "H", "H", "H", "H", "H", "H", "H", "H", "H", "H", "H", "H", "H", "H", "H", "H", "H", "H", "H", "H", "H", "H", "H", "H", "H"],
  "coordinates": [[-5.51104, -2.65170, -1.21917], [-6.54388, -1.83234, -0.50704], [-7.84181, -2.28300, -0.34096], [-8.78785, -1.51919, 0.32327], [-8.43531, -0.28430, 0.82999], [-7.14208, 0.19140, 0.67648], [-6.20102, -0.57764, 0.01211], [-4.89009, -0.19315, -0.19032], [-4.47177, 1.06891, 0.27202], [-3.00263, 1.19457, -0.14767], [-2.28887, 0.04930, 0.28146], [-2.39800, 2.48407, 0.44273], [-0.99319, 2.74760, 0.23145], [-0.46796, 2.63750, -1.10144], [0.06403, 1.22842, -1.40190], [1.10018, 0.85857, -0.40918], [1.78813, -0.38973, -0.79670], [2.95128, -0.02892, -1.75292], [3.53270, 1.17135, -1.29577], [3.95154, -1.19687, -1.78196], [4.47341, -1.40608, -0.49329], [5.76265, -0.99296, -0.17806], [6.50020, -0.07809, -0.91523], [7.77173, 0.28212, -0.49507], [8.30179, -0.25801, 0.65975], [7.55697, -1.16402, 1.39653], [6.28688, -1.54586, 0.99701], [5.47631, -2.52200, 1.79122], [0.52980, 0.88713, 0.97319], [1.58368, 0.57742, 2.02599], [-0.03839, 2.30389, 1.20724], [-5.96808, -3.51604, -1.69184], [-5.01171, -2.05262, -1.97890], [-4.75386, -3.00056, -0.51656], [-8.11549, -3.24816, -0.74036], [-9.79429, -1.88860, 0.44121], [-9.16217, 0.32148, 1.34849], [-6.88673, 1.15943, 1.07830], [-5.06173, 1.87685, -0.17590], [-4.55402, 1.12528, 1.36671], [-2.97256, 1.23678, -1.24881], [-2.92511, -0.68091, 0.26689], [-2.95801, 3.32069, 0.01139], [-2.56862, 2.48622, 1.52010], [0.35329, 3.35773, -1.20926], [-1.24069, 2.89917, -1.82345], [0.49965, 1.19602, -2.40045], [-0.73791, 0.49378, -1.32091], [1.85965, 1.57139, -0.45620], [1.08740, -1.08237, -1.26032], [2.22541, -0.85932, 0.08440], [2.58299, 0.16398, -2.76598], [4.28436, 0.96131, -0.72153], [3.41759, -2.11030, -2.06408], [4.73555, -1.01485, -2.52066], [6.11832, 0.36148, -1.82574], [8.33863, 0.98901, -1.08024], [9.29093, 0.02104, 0.98568], [7.97032, -1.59137, 2.29739], [5.00274, -3.24558, 1.13123], [4.68836, -2.00468, 2.33918], [6.10349, -3.04588, 2.50600], [-0.28745, 0.16127, 1.00221], [2.47858, 1.17813, 1.87312], [1.18438, 0.82322, 3.00613], [1.85865, -0.47321, 2.05132], [0.79832, 3.01558, 1.20326], [-0.49756, 2.33618, 2.19443]],
  "forces_ev_per_angstrom": [[0.0, 0.1, 0.0], [0.2, 0.1, 0.0], [0.1, 0.1, 0.0], [-0.1, 0.1, 0.1], [-0.1, -0.1, 0.0], [0.3, 0.2, 0.0], [-0.2, -0.2, 0.0], [-0.1, -0.1, -0.1], [0.3, 0.3, 0.0], [-0.4, 0.4, 0.0], [0.0, -0.1, 0.2], [-0.3, -0.3, -0.2], [0.1, 0.0, 0.0], [0.1, -0.1, 0.0], [-0.6, 0.5, -0.5], [0.3, 0.3, 0.0], [0.6, -0.4, -0.2], [-0.1, -0.6, 0.1], [0.3, 0.2, 0.1], [-0.3, 0.3, -0.3], [0.2, 0.1, 0.3], [0.1, 0.0, 0.2], [-0.3, 0.0, -0.2], [0.1, 0.0, 0.1], [0.1, 0.1, -0.1], [-0.1, 0.0, -0.1], [-0.1, 0.0, -0.1], [0.0, 0.0, -0.1], [-0.2, 0.2, 0.9], [-0.1, -0.1, -0.2], [0.0, -0.3, -0.1], [0.0, -0.1, 0.0], [0.1, -0.1, -0.1], [0.1, -0.1, 0.0], [0.0, -0.1, -0.1], [-0.1, 0.0, 0.0], [-0.1, 0.1, 0.0], [0.0, 0.1, 0.0], [0.0, -0.1, 0.0], [0.0, 0.0, -0.1], [0.0, 0.0, 0.1], [0.0, -0.1, -0.1], [-0.1, 0.0, 0.1], [-0.1, 0.0, 0.0], [0.0, 0.0, -0.1], [0.1, 0.0, -0.1], [0.1, -0.1, 0.0], [0.2, 0.0, 0.0], [-0.2, -0.2, 0.1], [-0.1, 0.1, 0.1], [-0.1, 0.1, 0.0], [0.0, -0.1, 0.1], [0.0, 0.1, 0.0], [0.1, 0.1, 0.0], [-0.1, 0.0, 0.1], [-0.1, 0.0, -0.1], [0.1, 0.1, -0.1], [0.1, 0.0, 0.0], [0.0, -0.1, 0.1], [0.0, -0.1, 0.1], [-0.1, 0.0, 0.1], [0.0, 0.0, 0.1], [0.2, 0.1, -0.1], [0.2, 0.1, 0.0], [-0.1, 0.0, 0.1], [0.1, 0.0, 0.0], [0.1, 0.0, 0.1], [0.1, 0.0, 0.0]]
}